1.
H20O10 | wB97M-V/def2-TZVPD

- E_tot: -764.3346 a.u.
- Gap between HOMO and LUMO: 10.65 eV
- E_HOMO: -10.9 eV

Geometry as ORCA input:
```
! wB97M-V def2-TZVPD RIJCOSX def2/J DEFGRID3
* xyz 0 1
O 0.522 -0.241 -0.470
H -0.333 0.169 -0.302
H 0.895 0.280 -1.190
O -2.678 -2.203 -2.223
H -2.410 -1.493 -1.629
H -3.509 -2.519 -1.850
O -2.800 2.744 1.200
H -2.208 2.030 0.939
H -2.801 2.706 2.163
O -0.613 1.333 2.007
H -0.764 0.659 2.678
H 0.148 1.825 2.336
O 3.057 -1.228 0.463
H 2.888 -1.113 1.405
H 2.777 -0.393 0.071
O -0.640 -0.651 -3.521
H -0.384 -1.529 -3.825
H -0.018 -0.060 -3.960
O 1.356 -4.130 -0.321
H 1.239 -4.785 0.377
H 1.902 -4.580 -0.975
O 1.024 4.079 -3.163
H 0.658 4.100 -4.055
H 0.782 3.207 -2.831
O -0.397 -1.169 4.793
H -0.620 -1.419 3.889
H -1.097 -0.558 5.047
O 1.668 1.723 1.191
H 1.350 0.867 0.881
H 1.006 2.348 0.875
*
```

2.
H20O10 | wB97M-V/def2-TZVPD

- E_tot: -764.2294 a.u.
- Gap between HOMO and LUMO: 9.15 eV
- E_HOMO: -9.1 eV

Geometry as ORCA input:
```
! wB97M-V def2-TZVPD RIJCOSX def2/J DEFGRID3
* xyz 0 1
O -0.128 -0.189 0.314
H 0.148 0.778 0.447
H -0.356 -0.422 -0.591
O -2.496 1.337 3.762
H -1.955 0.600 3.272
H -2.233 1.220 4.645
O -1.956 -1.968 -2.966
H -1.402 -2.502 -3.574
H -2.122 -2.518 -2.239
O 1.803 -2.280 1.551
H 2.631 -2.209 2.175
H 1.473 -1.388 1.712
O -3.632 -1.227 -0.420
H -3.332 -1.848 0.264
H -3.110 -0.545 -0.136
O 3.478 -1.458 -1.962
H 3.635 -1.425 -2.843
H 4.280 -1.923 -1.633
O -1.513 3.501 -2.334
H -2.245 4.165 -2.116
H -1.751 2.750 -1.810
O 2.684 -0.862 0.000
H 2.773 -0.026 0.355
H 3.609 -1.110 0.111
O -0.175 2.896 -4.085
H -0.872 2.278 -3.876
H 0.117 3.227 -3.145
O 0.879 0.393 4.616
H 0.664 -0.327 5.183
H 1.103 1.084 5.321
*
```

3.
H20O10 | wB97M-V/def2-TZVPD

- E_tot: -764.4205 a.u.
- Gap between HOMO and LUMO: 10.90 eV
- E_HOMO: -10.9 eV

Geometry as ORCA input:
```
! wB97M-V def2-TZVPD RIJCOSX def2/J DEFGRID3
* xyz 0 1
O -0.726 -0.275 -3.522
H 0.150 -0.123 -3.243
H -1.107 -0.656 -2.719
O 1.463 0.665 -1.488
H 2.016 0.271 -0.730
H 2.201 1.179 -1.858
O 2.839 -0.719 0.404
H 3.708 -1.138 0.274
H 2.994 -0.300 1.258
O 0.354 -2.228 1.087
H 1.281 -1.985 0.789
H 0.427 -1.867 1.991
O 2.212 -0.084 2.840
H 2.476 -0.465 3.702
H 1.183 -0.044 2.788
O -0.583 2.233 -0.252
H 0.292 1.824 -0.598
H -1.145 2.122 -1.036
O -3.222 -0.791 1.594
H -3.470 -1.624 1.960
H -2.766 -0.906 0.670
O -0.560 0.290 2.461
H -0.624 1.068 1.862
H -1.490 0.047 2.585
O -1.701 1.975 -2.894
H -1.297 1.314 -3.439
H -1.477 2.780 -3.269
O -1.336 -0.996 -0.737
H -1.199 -0.069 -0.476
H -0.891 -1.498 -0.003
*
```

4.
H20O10 | wB97M-V/def2-TZVPD

- E_tot: -764.3482 a.u.
- Gap between HOMO and LUMO: 10.33 eV
- E_HOMO: -10.7 eV

Geometry as ORCA input:
```
! wB97M-V def2-TZVPD RIJCOSX def2/J DEFGRID3
* xyz 0 1
O -1.171 2.858 1.826
H -2.050 2.482 1.983
H -0.718 2.250 1.272
O -0.154 0.378 0.459
H 0.237 -0.298 0.980
H 0.019 0.302 -0.475
O -0.622 1.838 -3.742
H -0.912 1.154 -3.140
H -1.285 2.530 -3.886
O 0.970 -1.913 1.350
H 0.400 -2.499 0.869
H 1.684 -1.744 0.711
O -2.238 0.762 -1.848
H -2.753 1.030 -2.595
H -2.351 1.583 -1.381
O 2.992 -0.362 2.738
H 2.823 -0.434 1.803
H 2.742 0.498 3.077
O 0.201 -0.974 -2.088
H -0.672 -1.009 -2.377
H 0.497 -1.848 -1.995
O -0.124 -0.218 3.543
H 0.798 -0.324 3.411
H -0.387 -1.092 3.675
O -2.249 -1.183 0.976
H -1.527 -0.658 0.675
H -1.978 -1.716 1.722
O 2.809 -0.183 -2.353
H 3.174 -0.848 -2.979
H 1.857 -0.361 -2.201
*
```

5.
H20O10 | wB97M-V/def2-TZVPD

- E_tot: -764.3275 a.u.
- Gap between HOMO and LUMO: 10.24 eV
- E_HOMO: -10.3 eV

Geometry as ORCA input:
```
! wB97M-V def2-TZVPD RIJCOSX def2/J DEFGRID3
* xyz 0 1
O -1.307 -0.103 0.845
H -1.422 0.795 0.516
H -0.583 -0.031 1.477
O -3.097 0.969 2.613
H -2.763 0.298 2.007
H -2.319 1.495 2.832
O 3.604 1.533 -0.518
H 2.877 1.887 0.006
H 3.291 0.666 -0.799
O 0.214 1.450 -2.807
H 1.094 1.422 -3.199
H -0.377 1.542 -3.563
O -0.024 2.189 2.682
H 0.241 2.714 3.446
H 0.747 1.642 2.494
O -0.796 -3.845 -1.025
H -0.695 -4.564 -1.658
H -1.030 -4.289 -0.202
O 1.105 0.937 0.556
H 2.009 0.655 0.737
H 1.130 1.893 0.673
O -2.431 2.185 -2.990
H -2.278 1.264 -2.753
H -2.808 2.141 -3.875
O 1.239 -3.826 2.015
H 1.804 -4.489 2.428
H 0.344 -4.138 2.193
O 1.176 -1.278 -1.448
H 1.285 -1.819 -0.658
H 1.992 -0.768 -1.497
*
```

6.
H20O10 | wB97M-V/def2-TZVPD

- E_tot: -764.3741 a.u.
- Gap between HOMO and LUMO: 10.94 eV
- E_HOMO: -10.9 eV

Geometry as ORCA input:
```
! wB97M-V def2-TZVPD RIJCOSX def2/J DEFGRID3
* xyz 0 1
O -2.170 2.447 0.207
H -1.637 2.579 -0.601
H -2.319 1.526 0.231
O -0.895 -2.876 -2.165
H 0.036 -2.891 -2.225
H -1.117 -3.240 -1.307
O -1.254 -3.353 0.559
H -0.460 -3.758 0.234
H -0.963 -2.878 1.374
O 1.372 2.315 0.107
H 2.239 2.414 0.446
H 1.496 2.242 -0.856
O 0.659 0.208 -2.209
H 0.370 -0.183 -3.069
H 1.630 0.287 -2.163
O 2.154 2.156 2.824
H 1.214 2.034 2.749
H 2.237 3.006 3.265
O -2.061 -0.457 -3.206
H -2.605 0.006 -2.618
H -1.642 -1.077 -2.652
O 2.420 -1.641 0.843
H 2.487 -1.144 1.701
H 1.544 -1.349 0.513
O -0.080 -0.528 0.345
H 0.080 0.401 0.530
H -0.092 -0.711 -0.604
O -0.535 1.399 2.531
H -0.837 2.247 2.927
H -1.268 0.807 2.298
*
```

7.
H20O10 | wB97M-V/def2-TZVPD

- E_tot: -763.9722 a.u.
- Gap between HOMO and LUMO (alpha / beta): 11.33 / 3.05 eV
- E_HOMO (alpha / beta): -14.6 / -14.2 eV
- <S²>: 0.755

Geometry as ORCA input:
```
! wB97M-V def2-TZVPD RIJCOSX def2/J DEFGRID3
* xyz 1 2
O -2.922 -0.187 1.052
H -3.334 -0.569 1.826
H -3.017 -0.857 0.374
O -0.774 -1.672 -3.902
H -0.739 -1.520 -4.846
H -0.398 -0.880 -3.518
O -0.970 1.815 -2.414
H -0.128 1.593 -2.016
H -1.345 2.473 -1.830
O 3.679 -1.128 0.066
H 3.004 -0.586 0.475
H 3.302 -2.008 0.049
O 1.734 0.639 -1.860
H 2.033 1.377 -2.391
H 2.409 -0.029 -1.977
O -1.046 -3.170 0.136
H -1.195 -2.259 -0.118
H -0.324 -3.129 0.764
O 2.149 0.782 1.628
H 1.244 1.067 1.754
H 2.656 1.594 1.618
O -0.241 1.897 1.426
H 0.351 2.586 1.124
H -0.825 2.337 2.045
O -0.232 -0.579 -0.194
H -0.478 0.065 0.470
H 0.359 -0.107 -0.780
O -1.387 0.155 3.968
H -1.349 0.620 3.132
H -2.217 -0.320 3.940
*
```

8.
H20O10 | wB97M-V/def2-TZVPD

- E_tot: -763.9646 a.u.
- Gap between HOMO and LUMO (alpha / beta): 10.13 / 3.26 eV
- E_HOMO (alpha / beta): -14.1 / -14.1 eV
- <S²>: 0.755

Geometry as ORCA input:
```
! wB97M-V def2-TZVPD RIJCOSX def2/J DEFGRID3
* xyz 1 2
O -25.382 -7.392 5.468
H -24.673 -7.737 4.925
H -25.288 -6.441 5.409
O -28.106 -6.000 10.431
H -27.519 -6.742 10.580
H -27.701 -5.275 10.908
O -26.894 -12.067 7.488
H -27.375 -11.342 7.087
H -26.131 -11.655 7.892
O -24.582 -5.686 10.334
H -25.242 -5.561 9.651
H -23.746 -5.567 9.884
O -24.943 -11.105 4.925
H -25.875 -10.983 4.744
H -24.763 -10.521 5.661
O -27.142 -8.068 7.630
H -26.580 -7.344 7.904
H -26.575 -8.622 7.093
O -30.864 -9.157 7.994
H -30.764 -10.086 8.204
H -29.974 -8.806 8.032
O -28.234 -7.644 4.735
H -27.366 -7.639 5.138
H -28.428 -8.570 4.595
O -29.406 -6.590 7.067
H -29.436 -7.207 6.336
H -28.746 -6.951 7.659
O -25.774 -5.297 8.010
H -25.953 -4.360 8.086
H -25.336 -5.390 7.164
*
```

9.
H21O11 | wB97M-V/def2-TZVPD

- E_tot: -839.9987 a.u.
- Gap between HOMO and LUMO (alpha / beta): 9.07 / 3.51 eV
- E_HOMO (alpha / beta): -10.1 / -10.1 eV
- <S²>: 0.763

Geometry as ORCA input:
```
! wB97M-V def2-TZVPD RIJCOSX def2/J DEFGRID3
* xyz 0 2
O -0.041 -1.387 -0.822
H -0.649 -1.332 0.003
H 0.036 -0.494 -1.188
O 3.264 3.751 -0.309
H 3.763 2.968 -0.620
H 2.266 3.427 -0.530
O -2.007 -1.217 0.821
H -2.087 -0.185 0.072
H -2.867 -1.541 0.551
O 1.223 1.095 -0.811
H 1.645 0.693 -0.048
H 0.235 1.039 -0.475
O -1.763 3.245 0.277
H -1.737 2.369 0.048
H -1.684 3.104 1.288
O 0.263 -0.132 1.677
H 0.340 -1.071 1.251
H -1.594 -2.475 1.470
O -1.710 -3.570 1.571
H -2.407 -3.733 0.844
O -2.139 0.780 -0.528
H -0.431 -0.392 2.323
H -3.072 0.964 -0.704
O 0.563 4.201 -1.320
H -0.186 4.120 -0.704
H 0.180 4.357 -2.237
O 0.914 -3.577 1.659
H 0.916 -3.127 0.861
H 0.042 -3.665 1.904
O 1.894 -3.149 -2.170
H 1.811 -2.745 -3.069
H 1.785 -2.603 -1.403
*
```

10.
H22HeO11 | wB97M-V/def2-TZVPD

- E_tot: -843.7274 a.u.
- Gap between HOMO and LUMO: 9.69 eV
- E_HOMO: -10.1 eV

Geometry as ORCA input:
```
! wB97M-V def2-TZVPD RIJCOSX def2/J DEFGRID3
* xyz 0 1
He 0.038 -0.045 -0.126
O -0.741 0.859 -2.504
H -1.233 0.164 -2.066
H 0.169 0.562 -2.477
O -1.802 -2.152 -2.047
H -2.086 -1.888 -2.922
H -0.863 -1.969 -2.034
O 0.661 -3.324 1.331
H 1.023 -2.846 0.585
H -0.043 -2.763 1.657
O -1.492 3.191 0.305
H -2.385 2.864 0.196
H -1.259 2.958 1.204
O 3.114 -0.632 1.152
H 2.430 0.025 1.283
H 3.023 -1.225 1.898
O 1.636 1.350 2.301
H 2.000 1.141 3.162
H 1.096 2.125 2.451
O 2.056 0.485 -1.998
H 3.007 0.395 -1.941
H 1.857 1.264 -1.478
O 0.956 -2.172 -1.217
H 1.440 -1.376 -1.434
H 1.090 -2.748 -1.971
O -1.936 -1.751 1.985
H -2.246 -2.524 1.514
H -2.501 -1.041 1.679
O 1.414 2.681 -0.624
H 0.499 2.645 -0.345
H 1.406 3.241 -1.400
O -3.325 0.467 1.234
H -3.548 1.126 0.576
H -3.455 0.912 2.072
*
```

11.
H22HeO11 | wB97M-V/def2-TZVPD

- E_tot: -843.7506 a.u.
- Gap between HOMO and LUMO: 10.30 eV
- E_HOMO: -10.1 eV

Geometry as ORCA input:
```
! wB97M-V def2-TZVPD RIJCOSX def2/J DEFGRID3
* xyz 0 1
He 0.238 -0.246 0.146
O 1.690 -1.928 -1.769
H 2.113 -1.259 -1.231
H 2.375 -2.219 -2.372
O -2.918 -0.638 2.534
H -3.131 -1.228 3.257
H -3.586 0.046 2.578
O -0.066 0.209 3.186
H -0.954 0.010 2.889
H -0.176 0.932 3.803
O 1.157 1.871 0.941
H 0.936 1.277 1.658
H 0.317 2.078 0.532
O 0.037 -3.814 0.052
H -0.849 -4.030 -0.240
H 0.411 -3.309 -0.670
O -2.897 1.570 -1.869
H -2.518 0.718 -2.081
H -3.788 1.530 -2.216
O -0.432 0.102 -2.734
H 0.181 0.832 -2.650
H 0.069 -0.665 -2.456
O -1.365 2.607 -0.024
H -1.870 1.974 -0.534
H -1.146 3.299 -0.648
O 1.379 -2.162 1.935
H 0.524 -2.238 1.512
H 1.187 -2.190 2.872
O 1.512 2.106 -2.702
H 2.036 1.955 -3.488
H 1.507 3.057 -2.594
O 3.020 -0.118 0.614
H 2.560 -0.776 1.136
H 2.448 0.648 0.635
*
```

12.
H22NO9 | wB97M-V/def2-TZVPD

- E_tot: -744.7263 a.u.
- Gap between HOMO and LUMO: 9.13 eV
- E_HOMO: -12.5 eV

Geometry as ORCA input:
```
! wB97M-V def2-TZVPD RIJCOSX def2/J DEFGRID3
* xyz 1 1
N -0.136 -0.035 0.230
H -0.516 -0.793 -0.353
H -0.911 0.504 0.553
H 0.521 0.397 -0.299
H 0.372 -0.268 1.123
O 1.201 -1.995 -1.452
H 0.410 -1.882 -1.866
H 1.015 -2.910 -0.963
O -1.369 0.203 2.707
H -1.010 1.021 2.997
H -2.339 0.176 3.084
O 2.847 0.228 0.842
H 3.197 -0.613 0.976
H 2.702 0.034 0.053
O -2.480 -1.229 -1.009
H -3.065 -0.802 -0.288
H -2.263 -2.224 -1.075
O 0.723 2.637 -1.006
H 1.353 3.076 -0.410
H -0.036 3.255 -1.207
O -1.969 1.006 -1.691
H -1.123 0.578 -2.167
H -2.558 0.229 -1.859
O -0.222 0.155 -2.817
H -0.526 -0.708 -3.403
H 0.310 0.689 -3.361
O 0.628 -1.974 1.909
H 0.144 -1.999 2.796
H 1.568 -2.159 2.128
O 1.397 1.868 1.633
H 1.449 1.030 2.239
H 0.683 2.499 1.962
*
```

13.
H22NO9 | wB97M-V/def2-TZVPD

- E_tot: -744.8078 a.u.
- Gap between HOMO and LUMO: 10.36 eV
- E_HOMO: -13.2 eV

Geometry as ORCA input:
```
! wB97M-V def2-TZVPD RIJCOSX def2/J DEFGRID3
* xyz 1 1
N 38.885 33.251 17.553
H 38.397 33.270 18.371
H 38.604 33.778 16.888
H 38.605 32.292 17.325
H 39.880 33.514 17.690
O 41.654 31.738 16.913
H 42.102 32.611 16.852
H 42.033 30.756 17.076
O 40.934 35.801 17.879
H 41.071 36.016 18.820
H 40.488 36.584 17.533
O 35.710 31.480 16.149
H 36.551 30.998 16.315
H 35.103 30.748 16.093
O 40.761 32.658 20.077
H 41.658 32.441 20.218
H 40.402 31.738 20.057
O 38.509 35.860 15.136
H 37.835 36.216 14.623
H 39.051 36.688 15.468
O 42.659 34.083 17.184
H 43.554 34.207 16.971
H 42.046 34.933 17.160
O 37.565 33.246 21.149
H 38.186 33.603 21.906
H 36.852 33.752 21.374
O 37.992 30.051 16.215
H 37.686 29.238 16.691
H 38.193 29.944 15.318
O 36.134 34.161 17.986
H 35.622 35.027 17.828
H 35.497 33.449 17.492
*
```

14.
H22NO9 | wB97M-V/def2-TZVPD

- E_tot: -744.7758 a.u.
- Gap between HOMO and LUMO: 10.79 eV
- E_HOMO: -13.7 eV

Geometry as ORCA input:
```
! wB97M-V def2-TZVPD RIJCOSX def2/J DEFGRID3
* xyz 1 1
N 20.629 7.543 33.728
H 20.026 6.901 33.109
H 19.934 7.752 34.476
H 21.107 8.316 33.312
H 21.323 6.946 34.080
O 22.298 8.970 36.057
H 23.252 9.159 35.762
H 22.272 9.317 37.051
O 19.117 10.162 33.617
H 19.034 10.028 32.740
H 19.845 10.801 33.647
O 22.309 5.986 31.756
H 23.001 6.330 32.300
H 22.066 6.329 30.856
O 17.840 6.367 34.259
H 17.338 6.142 34.920
H 17.460 6.814 33.613
O 21.419 10.340 31.571
H 22.198 10.199 31.282
H 20.901 10.333 30.853
O 20.786 3.640 32.895
H 20.583 3.007 32.163
H 21.233 4.387 32.502
O 19.070 6.054 30.921
H 18.210 6.488 30.578
H 18.646 5.247 31.455
O 20.973 5.527 36.034
H 20.931 4.664 36.097
H 20.208 5.979 36.228
O 24.065 7.363 33.530
H 24.800 7.032 33.270
H 24.305 8.128 34.092
*
```

15.
H22NeO11 | wB97M-V/def2-TZVPD

- E_tot: -969.7879 a.u.
- Gap between HOMO and LUMO: 10.31 eV
- E_HOMO: -10.5 eV

Geometry as ORCA input:
```
! wB97M-V def2-TZVPD RIJCOSX def2/J DEFGRID3
* xyz 0 1
Ne 4.660 -12.070 16.910
O 6.038 -13.573 20.231
H 5.848 -14.140 20.978
H 6.735 -14.026 19.757
O 1.020 -12.627 19.264
H 0.451 -12.162 19.878
H 1.906 -12.365 19.512
O 6.276 -15.495 17.136
H 5.627 -16.087 17.517
H 7.083 -15.682 17.615
O 1.011 -12.007 16.475
H 1.147 -12.286 17.381
H 1.332 -11.106 16.451
O 3.022 -9.160 15.910
H 3.342 -9.759 15.235
H 3.644 -9.257 16.631
O 5.620 -12.957 13.876
H 5.003 -13.400 14.459
H 5.309 -12.053 13.841
O 3.717 -11.958 19.931
H 4.135 -11.127 19.705
H 4.410 -12.611 19.831
O 3.692 -10.730 13.654
H 2.987 -11.378 13.634
H 3.457 -10.099 12.974
O 4.062 -14.656 15.633
H 3.127 -14.577 15.823
H 4.469 -14.804 16.486
O 4.757 -9.392 18.322
H 4.442 -8.497 18.200
H 5.644 -9.386 17.962
O 7.105 -10.309 16.409
H 6.923 -10.010 15.518
H 7.156 -11.262 16.336
*
```